# 1
Entry from the OMol25 dataset: one molecule with the formula C3H10NOP in a non-equilibrium geometry (ωB97M-V with the def2-TZVPD basis set).

Properties
Total energy   -591.6721 a.u.
Kohn-Sham gap   10.69 eV
Relative energy (zero: lowest compared OMol25 entry of this formula, charge and spin)   27.9 kJ/mol
SMILES   CC[P@@](C)(N)=O
M   107.1 g mol⁻¹

Geometry (Å):
1 C 0.75044 -1.24025 -1.63263
2 C -0.21025 -1.04468 -0.38524
3 P -0.52056 0.76391 -0.09568
4 C -0.89765 0.98437 1.62730
5 N 1.15736 1.38697 -0.20318
6 O -1.50686 1.31890 -1.04146
7 H 0.55762 -2.35683 -1.83414
8 H 0.41129 -0.61669 -2.41846
9 H 1.76377 -1.05955 -1.36756
10 H 0.11995 -1.50731 0.47946
11 H -1.29070 -1.49769 -0.61693
12 H -0.53625 2.01031 1.81036
13 H -1.99199 0.69361 1.85057
14 H -0.25459 0.41671 2.28707
15 H 1.33082 1.83386 0.59455
16 H 1.41064 1.97763 -1.07953

Forces on atoms 1 to 2 (eV/Å):
C -2.27 -2.78 1.99
C -2.61 1.34 -2.80

Löwdin atomic charge list, values in e, 6 entries:
1 C -0.140
2 C -0.314
3 P 0.518
4 C -0.195
5 N -0.075
6 O -0.360

---

# 2
Entry from the OMol25 dataset: a 2-piece molecular cluster, C3H10NOS overall in a non-equilibrium geometry (ωB97M-V with the def2-TZVPD basis set).

Properties
Total energy   -648.4249 a.u.
Net charge   -1
Kohn-Sham gap   6.58 eV
Relative energy (zero: lowest compared OMol25 entry of this formula, charge and spin)   280.0 kJ/mol
M   108.2 g mol⁻¹

Geometry (Å):
1 C 0.97709 -0.46782 -1.86266
2 S -0.16929 -1.93035 -1.98269
3 C -1.17482 -1.43874 -0.56456
4 H 1.23650 -0.41995 -0.69394
5 H 1.87855 -0.63579 -2.37689
6 H 0.50484 0.43199 -1.98023
7 H -0.89565 -0.51535 -0.04341
8 H -0.97584 -2.24271 0.22948
9 H -2.26864 -1.43756 -0.85405
10 N -0.02266 0.38252 2.06509
11 C 0.14608 1.58044 0.75519
12 O -0.81197 1.65853 -0.03941
13 H -0.78810 0.67559 2.72952
14 H 0.84051 0.54041 2.64933
15 H 1.17311 1.30770 0.49929
16 H 0.35030 2.51110 1.46994

Forces on atoms 1 to 2 (eV/Å):
C 0.33 -2.71 4.40
S 0.66 1.47 -0.14

Löwdin atomic charge list, values in e, 6 entries:
1 C -0.405
2 S 0.644
3 C -0.473
4 H 0.069
5 H -0.009
6 H -0.019

---

M of number 2 (C3H10NOS)?
108.2 g mol⁻¹

---

What did the second record say?
Entry from the OMol25 dataset: a 2-piece molecular cluster, C3H10NOS overall in a non-equilibrium geometry (ωB97M-V with the def2-TZVPD basis set).

Properties
Total energy   -648.4249 a.u.
Net charge   -1
Kohn-Sham gap   6.58 eV
Relative energy (zero: lowest compared OMol25 entry of this formula, charge and spin)   280.0 kJ/mol
M   108.2 g mol⁻¹

Geometry (Å):
1 C 0.97709 -0.46782 -1.86266
2 S -0.16929 -1.93035 -1.98269
3 C -1.17482 -1.43874 -0.56456
4 H 1.23650 -0.41995 -0.69394
5 H 1.87855 -0.63579 -2.37689
6 H 0.50484 0.43199 -1.98023
7 H -0.89565 -0.51535 -0.04341
8 H -0.97584 -2.24271 0.22948
9 H -2.26864 -1.43756 -0.85405
10 N -0.02266 0.38252 2.06509
11 C 0.14608 1.58044 0.75519
12 O -0.81197 1.65853 -0.03941
13 H -0.78810 0.67559 2.72952
14 H 0.84051 0.54041 2.64933
15 H 1.17311 1.30770 0.49929
16 H 0.35030 2.51110 1.46994

Forces on atoms 1 to 2 (eV/Å):
C 0.33 -2.71 4.40
S 0.66 1.47 -0.14

Löwdin atomic charge list, values in e, 6 entries:
1 C -0.405
2 S 0.644
3 C -0.473
4 H 0.069
5 H -0.009
6 H -0.019